A molecular structure, C40H41InN6O2S2Te in a non-equilibrium geometry. Source: the OMol25 dataset; level of theory: ωB97M-V/def2-TZVPD.

Geometry as XYZ:
```
93
Properties=species:S:1:pos:R:3:mulliken_spin:R:1
In 1.416 0.494 2.012 0.008
N -1.587 -1.760 4.482 0.011
C -0.640 -0.846 3.981 0.085
S 0.743 -1.624 3.223 0.008
N -0.922 0.389 4.186 -0.055
N -0.068 1.278 3.483 0.256
C -0.348 2.594 3.440 0.306
C -1.424 3.276 4.268 -0.081
C -1.291 3.635 5.649 0.001
C -2.245 4.436 6.236 0.002
C -3.373 4.850 5.484 0.002
C -3.515 4.596 4.115 0.002
C -2.581 3.743 3.560 0.028
C 0.329 3.491 2.562 0.042
C 0.361 4.907 2.517 0.117
C 1.255 5.547 1.687 -0.014
C 2.102 4.854 0.786 0.216
C 2.033 3.463 0.927 -0.075
N 1.237 2.836 1.746 0.119
H -1.106 -2.565 4.927 0.004
H -2.160 -1.249 5.202 0.000
H -0.407 3.261 6.177 0.000
H -1.993 4.781 7.238 0.000
H -4.079 5.562 5.929 0.000
H -4.336 5.050 3.501 0.001
H -2.533 3.453 2.487 0.006
H -0.266 5.414 3.208 0.025
H 1.264 6.720 1.768 0.002
H 2.797 5.283 0.145 0.017
H 2.583 2.729 0.311 -0.012
C -1.961 0.492 0.961 -0.006
O -0.584 0.297 0.653 -0.029
H -2.552 -0.415 1.209 0.003
H -2.479 0.987 0.130 -0.003
H -1.982 1.175 1.855 0.006
S 3.301 0.753 5.983 0.001
C 3.216 0.872 4.360 -0.006
N 3.166 0.910 3.190 0.008
C -5.718 -3.156 -1.431 0.000
C -4.354 -2.510 -1.413 0.000
C -3.277 -3.128 -0.747 0.000
C -2.024 -2.570 -0.670 0.000
C -1.014 -3.217 0.176 0.002
C -1.839 -1.301 -1.293 0.001
Te 0.084 -0.123 -1.204 0.021
N 1.871 0.240 -0.056 -0.017
C 3.081 0.390 -0.580 0.000
O 4.102 0.387 0.089 0.000
C 3.236 0.539 -2.103 0.001
C 3.864 -0.474 -2.861 0.000
C 3.997 -0.346 -4.239 0.000
C 3.538 0.738 -4.939 0.000
C 2.892 1.753 -4.266 -0.001
C 2.726 1.681 -2.827 -0.003
C 1.026 -1.958 -1.930 0.002
C 0.876 -2.173 -3.328 0.000
C 0.065 -1.268 -4.227 -0.001
C 1.516 -3.280 -3.915 0.000
C 2.304 -4.137 -3.155 0.000
C 3.118 -5.325 -3.761 0.000
C 2.560 -3.773 -1.804 0.000
C 1.920 -2.741 -1.165 -0.001
C 2.285 -2.532 0.281 -0.001
C -2.833 -0.688 -2.040 -0.001
C -2.760 0.683 -2.744 0.000
C -4.100 -1.330 -2.099 -0.001
H -6.136 -3.469 -0.478 0.000
H -5.594 -4.060 -2.008 0.000
H -6.363 -2.546 -2.050 0.000
H -3.548 -4.216 -0.405 0.000
H -1.478 -4.078 0.581 0.000
H -0.613 -2.606 1.013 -0.001
H -0.240 -3.507 -0.357 0.000
H 4.174 -1.410 -2.419 0.000
H 4.441 -1.172 -4.774 0.000
H 3.708 0.781 -6.006 0.000
H 2.471 2.573 -4.855 0.000
H 2.269 2.561 -2.316 0.004
H 0.370 -0.260 -4.082 0.000
H -0.976 -1.404 -4.048 0.000
H 0.397 -1.504 -5.260 0.000
H 1.374 -3.455 -4.945 0.000
H 4.152 -5.078 -3.996 0.000
H 2.724 -5.634 -4.694 0.000
H 3.067 -6.305 -3.246 0.000
H 3.296 -4.315 -1.172 0.000
H 2.768 -3.364 0.720 0.000
H 1.428 -2.299 0.892 0.000
H 2.949 -1.622 0.308 0.000
H -3.529 0.695 -3.557 0.000
H -1.859 0.797 -3.389 0.000
H -2.921 1.627 -2.160 0.000
H -4.852 -0.780 -2.620 0.000
```

Values from the calculation:
- Molecular weight: 944.360 g/mol
- <S²>: 0.772
- Relative energy (zero: lowest compared OMol25 entry of this formula, charge and spin): 22.6 kcal per mole
- LUMO energy (spin up / spin down): 0.0711 / 0.0710 hartree
- HOMO level (spin up / spin down): -2.9 / -5.1 eV
- Total charge: -1
- HOMO-LUMO gap (spin up / spin down): 0.1772 / 0.2581 Ha
- 2S+1: 2
- Calculated total energy: -89318.092 eV



A molecular structure, C40H42AsN4STi. Source: the OMol25 dataset; level of theory: ωB97M-V/def2-TZVPD.

Geometry as XYZ:
```
89
Properties=species:S:1:pos:R:3:mulliken_spin:R:1
Ti -0.744 0.188 -0.999 0.011
C 3.614 0.329 -0.112 0.001
C 2.323 0.626 -0.572 0.004
N 1.384 -0.290 -0.660 0.019
C 1.655 -1.572 -0.307 -0.010
C 2.910 -1.952 0.193 0.001
C 3.897 -0.949 0.281 0.000
C 3.105 -3.287 0.628 -0.004
C 2.050 -4.150 0.571 0.001
C 0.791 -3.782 0.050 -0.018
C 0.562 -2.504 -0.442 0.015
N -0.575 -1.947 -0.953 -0.022
C -1.685 -2.655 -1.409 0.014
C -1.818 -4.028 -1.635 0.072
C -3.016 -4.548 -2.130 -0.033
C -4.087 -3.734 -2.423 0.049
C -3.976 -2.337 -2.268 -0.099
C -5.009 -1.423 -2.624 0.474
C -4.761 -0.054 -2.495 -0.084
C -3.552 0.397 -2.030 0.239
N -2.541 -0.450 -1.655 0.142
C -2.767 -1.815 -1.766 0.069
H 4.347 1.120 -0.038 0.000
H 2.037 1.630 -0.858 -0.003
H 4.871 -1.205 0.681 0.000
H 4.060 -3.582 1.045 0.000
H 2.168 -5.156 0.957 0.000
H -0.013 -4.494 0.106 0.002
H -0.992 -4.701 -1.476 0.029
H -3.093 -5.618 -2.288 0.001
H -5.014 -4.149 -2.803 -0.002
H -5.953 -1.798 -3.000 0.039
H -5.519 0.673 -2.760 -0.008
H -3.341 1.452 -1.924 0.054
C -0.466 1.263 3.949 0.000
As 0.200 0.397 2.333 0.003
C -0.424 -1.407 2.789 0.000
C 2.784 -0.799 4.410 0.000
C 2.215 -0.986 5.654 0.000
C 1.641 -2.240 6.079 0.000
C 1.073 -2.411 7.321 0.000
C 1.010 -1.376 8.263 0.000
C 1.544 -0.140 7.878 0.000
C 2.117 0.060 6.643 0.000
H 0.129 0.889 4.785 0.000
H -1.522 1.041 4.103 0.000
H -0.341 2.343 3.864 0.000
H 0.114 -1.700 3.691 0.000
H -0.206 -2.111 1.989 0.000
H -1.498 -1.384 2.976 0.001
H 3.170 0.168 4.110 0.000
H 2.803 -1.600 3.678 0.000
H 1.667 -3.075 5.384 0.000
H 0.657 -3.383 7.573 0.000
H 0.551 -1.519 9.234 0.000
H 1.502 0.696 8.574 0.000
H 2.516 1.038 6.389 0.000
C 1.212 -0.124 -4.307 -0.012
C 0.137 0.844 -4.810 -0.002
C -1.252 0.209 -4.698 0.001
C 0.287 2.233 -4.204 -0.003
C 0.754 3.219 -5.068 0.002
C 0.945 4.530 -4.666 0.000
C 0.647 4.858 -3.354 0.003
C 0.184 3.917 -2.443 -0.005
C -0.135 4.418 -1.044 -0.003
C -1.631 4.321 -0.740 0.004
C 0.711 3.780 0.059 -0.002
C 0.004 2.562 -2.846 0.010
N -0.381 1.618 -1.932 0.022
H 1.138 -1.083 -4.829 0.000
H 1.086 -0.312 -3.242 0.009
H 2.214 0.282 -4.468 0.000
H 0.323 0.990 -5.879 -0.001
H -1.398 -0.264 -3.731 0.018
H -1.371 -0.561 -5.465 -0.001
H -2.047 0.947 -4.822 0.005
H 0.964 2.941 -6.097 0.000
H 1.306 5.279 -5.361 0.000
H 0.777 5.881 -3.015 0.000
H 0.120 5.484 -1.054 0.001
H -1.958 3.284 -0.738 -0.003
H -2.208 4.870 -1.489 0.000
H -1.852 4.739 0.245 0.000
H 0.478 2.723 0.169 0.002
H 0.513 4.266 1.018 0.000
H 1.777 3.883 -0.161 0.000
S -2.642 1.498 1.410 0.019
C -1.250 0.766 1.008 -0.017
```

Values from the calculation:
- Molecular weight: 733.660 g/mol
- <S²>: 0.774
- Relative energy (zero: lowest compared OMol25 entry of this formula, charge and spin): 5.0 kcal per mole
- LUMO energy (spin up / spin down): 0.1527 / 0.1527 hartree
- HOMO level (spin up / spin down): 0.0 / 0.0 eV
- Total charge: -2
- HOMO-LUMO gap (spin up / spin down): 0.1527 / 0.1528 Ha
- 2S+1: 2
- Calculated total energy: -142912.955 eV



A molecular structure, C40H42AuClN2SSb2Si. Source: the OMol25 dataset; level of theory: ωB97M-V/def2-TZVPD.

Geometry as XYZ:
```
90
Properties=species:S:1:pos:R:3:mulliken_charge:R:1
Au 0.871 -1.166 -2.404 0.266
C -4.555 -0.934 -1.725 -0.818
Si -4.589 -0.715 -3.583 0.038
C -5.365 0.935 -3.981 -1.075
C -5.510 -2.120 -4.386 -1.088
C -2.852 -0.672 -4.376 0.428
C -2.807 -0.289 -5.723 -0.430
C -1.611 -0.172 -6.410 -0.852
C -0.438 -0.429 -5.727 -0.571
N -0.437 -0.820 -4.454 -0.434
C -1.610 -0.950 -3.814 0.900
S -1.383 -1.564 -2.154 -0.561
H -5.587 -0.862 -1.369 0.448
H -3.971 -0.156 -1.228 0.050
H -4.169 -1.908 -1.424 0.312
H -6.381 0.977 -3.582 0.372
H -5.433 1.114 -5.055 0.353
H -4.799 1.759 -3.541 0.322
H -6.538 -2.164 -4.020 0.351
H -5.035 -3.079 -4.169 0.349
H -5.553 -2.007 -5.471 0.357
H -3.730 -0.073 -6.249 0.349
H -1.586 0.118 -7.451 0.414
H 0.530 -0.332 -6.203 0.408
C -1.172 -2.171 2.974 -1.028
C -0.224 -3.048 2.155 -0.875
C -0.133 -2.659 0.684 -0.887
Sb 0.706 -0.692 0.356 0.593
C 0.214 1.333 -0.085 1.710
C -0.534 1.735 -1.183 -1.021
C -0.793 3.088 -1.368 -0.735
C -0.300 4.026 -0.474 -0.829
C 0.449 3.618 0.622 -0.718
C 0.699 2.270 0.825 -0.565
C 2.781 -0.828 0.681 1.796
C 3.327 -2.032 1.112 -0.884
C 4.694 -2.133 1.324 -0.950
C 5.516 -1.035 1.103 -0.839
C 4.969 0.167 0.669 -0.764
C 3.601 0.274 0.460 -0.640
Sb -0.236 -0.255 3.044 1.513
C 0.998 -0.257 4.730 0.598
C 2.369 -0.074 4.568 -0.254
C 3.196 -0.086 5.683 -0.741
C 2.654 -0.279 6.945 -0.545
C 1.286 -0.461 7.103 -0.708
C 0.451 -0.453 5.996 -0.556
C -1.667 1.256 3.186 0.954
C -2.648 1.331 2.199 -0.889
C -3.585 2.350 2.244 -0.687
C -3.535 3.292 3.265 -0.585
C -2.552 3.218 4.242 -0.626
C -1.609 2.199 4.206 -0.581
H -1.310 -2.561 3.981 0.568
H -2.151 -2.092 2.498 0.451
H -0.564 -4.088 2.182 0.581
H 0.771 -3.051 2.613 0.197
H -1.095 -2.698 0.179 0.596
H 0.554 -3.292 0.119 0.622
H -0.936 1.006 -1.874 0.415
H -1.387 3.404 -2.216 0.537
H -0.502 5.078 -0.624 0.425
H 0.831 4.347 1.324 0.502
H 1.270 1.966 1.698 0.466
H 2.707 -2.903 1.288 0.267
H 5.117 -3.069 1.663 0.488
H 6.581 -1.115 1.272 0.499
H 5.606 1.025 0.495 0.497
H 3.191 1.217 0.116 0.346
H 2.801 0.070 3.583 0.251
H 4.262 0.055 5.564 0.447
H 3.300 -0.288 7.813 0.406
H 0.867 -0.611 8.089 0.416
H -0.615 -0.593 6.130 0.488
H -2.693 0.600 1.397 0.381
H -4.357 2.409 1.488 0.475
H -4.269 4.085 3.300 0.422
H -2.519 3.951 5.036 0.431
H -0.844 2.144 4.972 0.405
Cl 5.043 2.581 -2.932 -0.163
C 4.621 0.917 -2.877 0.075
C 5.586 -0.074 -2.942 -0.180
C 5.178 -1.394 -2.842 -0.698
C 3.837 -1.680 -2.682 -0.209
N 2.913 -0.711 -2.630 -0.026
C 3.291 0.566 -2.730 -0.438
H 6.628 0.189 -3.064 0.491
H 5.892 -2.204 -2.888 0.464
H 3.483 -2.698 -2.595 0.422
H 2.522 1.327 -2.675 0.538
```

Values from the calculation:
- Molecular weight: 1086.883 g/mol
- Relative energy (zero: lowest compared OMol25 entry of this formula, charge and spin): 0.0 kcal per mole
- LUMO energy: -0.2147 hartree
- HOMO level: -13.0 eV
- Total charge: +2
- HOMO-LUMO gap: 0.2623 Ha
- Calculated total energy: -93130.955 eV



6 unconnected molecules or ions with the total composition C40H43F3N7O14P2 in a non-equilibrium geometry. Source: the OMol25 dataset; level of theory: ωB97M-V/def2-TZVPD.

Geometry as XYZ:
```
109
Properties=species:S:1:pos:R:3:mulliken_charge:R:1
N -3.417 1.048 -0.034 -0.606
P -3.301 -0.641 -0.168 0.535
O -4.824 -0.998 -0.695 -0.604
C -2.308 -0.916 -1.796 1.670
C -3.075 -0.735 -3.123 -0.823
C -3.847 0.558 -3.140 0.017
C -3.873 1.320 -4.380 -0.616
O -3.055 1.706 -3.255 -0.385
C -1.216 0.066 -1.717 -2.440
N -0.031 -0.425 -1.666 0.624
P 1.348 0.636 -1.469 0.250
O 0.973 2.017 -1.766 -0.432
C 0.014 -1.878 -1.810 -1.410
C -1.470 -2.271 -1.891 -0.038
C -1.925 -3.600 -1.257 -1.971
C -1.914 -3.897 0.258 0.346
O -3.102 -3.610 0.958 -0.621
C -0.764 -3.308 1.061 0.459
F -0.902 -3.640 2.353 -0.284
F -0.661 -1.962 1.012 -0.313
F 0.415 -3.836 0.649 -0.287
H -2.703 1.386 0.600 0.348
H -3.433 1.601 -0.886 0.282
H -4.790 -1.608 -1.443 0.481
H -2.379 -0.679 -3.957 0.194
H -3.784 -1.551 -3.259 0.696
H -4.721 0.619 -2.513 0.519
H -3.264 0.997 -5.209 0.264
H -4.708 1.984 -4.524 0.304
H -1.311 1.140 -1.636 0.911
H 2.336 0.034 -2.256 0.133
H 1.705 0.404 -0.136 0.105
H 0.427 -2.068 -2.795 0.561
H 0.660 -2.420 -1.135 0.551
H -1.570 -2.486 -2.953 0.899
H -2.942 -3.784 -1.604 0.496
H -1.328 -4.376 -1.729 0.551
H -1.763 -4.974 0.362 0.329
H -3.780 -3.302 0.350 0.435
C -0.013 0.959 -9.047 -0.447
C 0.252 -0.379 -9.313 -0.456
C 0.376 -1.284 -8.273 -0.520
C 0.226 -0.823 -6.977 0.181
C -0.034 0.507 -6.688 -0.160
C -0.153 1.401 -7.737 -0.748
N 0.344 -1.781 -5.877 0.985
O 0.595 -2.933 -6.128 -0.603
O 0.175 -1.362 -4.730 -0.646
H -0.110 1.660 -9.864 0.411
H 0.362 -0.718 -10.333 0.397
H 0.585 -2.325 -8.468 0.487
H -0.137 0.843 -5.666 0.610
H -0.351 2.444 -7.534 0.428
C 2.659 -6.656 1.445 -0.742
C 3.325 -7.855 1.235 -0.440
C 2.725 -9.055 1.585 -0.501
C 1.460 -9.026 2.139 -0.068
C 0.781 -7.844 2.364 -0.454
C 1.390 -6.651 2.011 0.188
N 0.806 -10.299 2.497 1.017
O 1.429 -11.321 2.308 -0.597
O -0.318 -10.240 2.953 -0.603
H 3.131 -5.721 1.169 0.423
H 4.314 -7.859 0.798 0.389
H 3.231 -9.995 1.428 0.488
H -0.205 -7.857 2.804 0.482
H 0.874 -5.718 2.182 0.380
C 1.164 6.344 -0.016 -0.464
C 1.516 7.637 -0.382 -0.341
C 1.878 7.914 -1.692 -0.615
C 1.879 6.882 -2.611 0.080
C 1.540 5.589 -2.266 -0.468
C 1.180 5.322 -0.957 -0.349
N 2.245 7.167 -4.011 1.038
O 2.558 8.303 -4.291 -0.597
O 2.205 6.242 -4.800 -0.622
H 0.878 6.135 1.007 0.499
H 1.502 8.433 0.350 0.396
H 2.152 8.914 -1.991 0.480
H 1.552 4.803 -3.006 0.529
H 0.906 4.313 -0.682 0.445
C 0.353 -4.359 6.140 -0.548
C 1.024 -3.582 5.206 0.042
C 1.674 -2.424 5.600 -0.594
C 1.637 -2.065 6.933 0.071
C 0.976 -2.821 7.882 -0.444
C 0.330 -3.978 7.476 -0.468
N 2.332 -0.834 7.353 1.015
O 2.880 -0.178 6.488 -0.616
O 2.311 -0.550 8.530 -0.595
H -0.151 -5.264 5.829 0.418
H 1.044 -3.877 4.166 0.393
H 2.199 -1.810 4.885 0.443
H 0.965 -2.513 8.916 0.476
H -0.193 -4.583 8.204 0.392
C 0.138 6.090 5.774 -0.482
C -0.284 6.235 4.459 -0.402
C -0.076 7.429 3.788 -0.354
C 0.558 8.461 4.453 0.059
C 0.981 8.341 5.763 -0.415
C 0.766 7.143 6.425 -0.403
N 0.800 9.729 3.742 1.014
O 0.410 9.816 2.593 -0.610
O 1.377 10.608 4.343 -0.595
H -0.024 5.156 6.294 0.379
H -0.778 5.416 3.954 0.381
H -0.406 7.552 2.767 0.579
H 1.471 9.167 6.257 0.463
H 1.092 7.031 7.449 0.380
```

Values from the calculation:
- Molecular weight: 964.761 g/mol
- Relative energy (zero: lowest compared OMol25 entry of this formula, charge and spin): 8.4 kcal per mole
- LUMO energy: -0.1557 hartree
- HOMO level: -11.6 eV
- Total charge: +1
- HOMO-LUMO gap: 0.2696 Ha
- Calculated total energy: -107982.981 eV



> Look up the calculated total energy of the second one.

-142912.955 eV



> Look up the total charge of the fourth one.

+1